# 1
C58H47NO2P2S2V | ωB97M-V/def2-TZVPD

The geometry in XYZ format:
```
113
C58H47NO2P2S2V | OMol25 | ωB97M-V/def2-TZVPD
V -0.089 -0.140 0.055
S -0.270 -0.083 2.462
P -1.442 1.474 1.965
C -1.260 1.533 0.236
P -0.557 3.069 -0.291
S 1.339 3.475 -0.041
C -1.039 3.131 -2.059
C -0.744 4.266 -2.804
C -1.166 4.360 -4.119
C -1.868 3.317 -4.702
C -2.136 2.171 -3.969
C -1.726 2.079 -2.649
C -1.549 4.431 0.420
C -2.934 4.372 0.413
C -3.667 5.386 1.001
C -3.020 6.456 1.598
C -1.638 6.517 1.598
C -0.902 5.511 1.002
C -1.138 2.896 3.058
C 0.165 3.278 3.350
C 0.380 4.397 4.132
C -0.695 5.122 4.622
C -1.992 4.737 4.328
C -2.218 3.628 3.538
C -3.079 0.911 2.566
C -3.105 0.437 3.876
C -4.242 -0.168 4.370
C -5.353 -0.307 3.550
C -5.342 0.196 2.260
C -4.205 0.815 1.765
H -0.178 5.066 -2.345
H -0.958 5.252 -4.692
H -2.208 3.398 -5.725
H -2.683 1.356 -4.422
H -1.948 1.200 -2.051
H -3.420 3.530 -0.063
H -4.746 5.346 0.990
H -3.595 7.246 2.057
H -1.132 7.351 2.060
H 0.178 5.549 0.985
H 0.991 2.704 2.947
H 1.388 4.714 4.347
H -0.524 6.000 5.226
H -2.830 5.306 4.703
H -3.223 3.333 3.274
H -2.215 0.541 4.487
H -4.257 -0.541 5.384
H -6.230 -0.814 3.922
H -6.220 0.098 1.637
H -4.180 1.232 0.767
O -1.249 -1.128 -0.482
C -1.523 -2.404 -0.897
C -1.192 -3.335 0.297
C 0.268 -3.374 0.681
C 0.862 -4.573 1.068
C 2.160 -4.550 1.552
C 2.818 -3.337 1.662
C 2.170 -2.180 1.240
C 2.837 -0.834 1.372
C 2.750 -0.055 0.030
O 1.436 0.266 -0.132
C 3.330 -0.975 -1.048
C 4.664 -1.363 -0.946
C 5.254 -2.129 -1.933
C 4.520 -2.502 -3.048
C 3.201 -2.103 -3.161
C 2.601 -1.357 -2.159
C 3.605 1.210 -0.070
C 3.662 1.788 -1.335
C 4.403 2.929 -1.562
C 5.118 3.496 -0.523
C 5.049 2.939 0.738
C 4.295 1.799 0.974
N 0.940 -2.231 0.736
C -3.001 -2.541 -1.292
C -3.468 -3.632 -2.015
C -4.782 -3.662 -2.452
C -5.635 -2.604 -2.184
C -5.182 -1.531 -1.439
C -3.874 -1.508 -0.988
C -0.735 -2.736 -2.166
C -0.125 -3.963 -2.397
C 0.480 -4.231 -3.614
C 0.488 -3.278 -4.619
C -0.106 -2.047 -4.392
C -0.713 -1.782 -3.178
H -1.571 -4.341 0.115
H -1.740 -2.915 1.152
H 0.310 -5.499 1.014
H 2.645 -5.466 1.860
H 3.819 -3.284 2.064
H 3.877 -0.956 1.674
H 2.304 -0.246 2.126
H 5.253 -1.039 -0.100
H 6.291 -2.419 -1.844
H 4.979 -3.081 -3.836
H 2.634 -2.363 -4.039
H 1.565 -1.043 -2.248
H 3.086 1.348 -2.138
H 4.418 3.364 -2.550
H 5.723 4.374 -0.701
H 5.596 3.390 1.553
H 4.240 1.408 1.979
H -2.800 -4.446 -2.260
H -5.135 -4.509 -3.022
H -6.646 -2.613 -2.567
H -5.843 -0.706 -1.218
H -3.503 -0.675 -0.408
H -0.125 -4.732 -1.640
H 0.950 -5.190 -3.778
H 0.952 -3.492 -5.571
H -0.101 -1.288 -5.162
H -1.203 -0.828 -3.019
```

Properties
Energy above the lowest of the compared OMol25 structures with the same formula, charge and spin, kcal/mol: 46.45
Multiplicity: 2
<S²>: 0.758
Total charge: 0
Kohn-Sham gap (alpha / beta), eV: 7.399 / 7.414

# 2
C58H49MnN3O6S3Te | ωB97M-V/def2-TZVPD

The geometry in XYZ format:
```
121
C58H49MnN3O6S3Te | OMol25 | ωB97M-V/def2-TZVPD
Mn -0.244 -0.118 0.451
C 4.953 4.522 -1.154
C 4.090 3.374 -0.703
C 4.568 2.065 -0.674
C 3.784 1.005 -0.264
C 4.377 -0.368 -0.378
O 5.067 -0.637 -1.344
C 4.193 -1.394 0.704
C 3.701 -1.072 1.966
C 3.618 -2.040 2.955
C 4.028 -3.338 2.687
C 4.513 -3.670 1.429
C 4.599 -2.700 0.444
C 2.432 1.208 0.132
O 1.712 0.197 0.461
C 1.939 2.546 0.129
C 2.780 3.577 -0.310
C 0.562 2.868 0.553
N -0.322 1.991 0.877
C -1.682 2.382 1.284
C -1.853 3.318 2.479
Te -1.259 2.690 4.445
C 0.788 3.201 4.320
C 1.704 2.363 3.685
C 3.043 2.729 3.606
C 3.481 3.915 4.179
C 2.577 4.740 4.831
C 1.236 4.386 4.899
C 0.197 4.324 0.556
C -0.722 4.787 -0.377
C -1.106 6.120 -0.375
C -0.575 6.996 0.562
C 0.358 6.536 1.483
C 0.752 5.207 1.475
H 5.969 4.185 -1.361
H 5.011 5.302 -0.392
H 4.568 4.985 -2.065
H 5.579 1.852 -1.006
H 3.356 -0.071 2.170
H 3.210 -1.785 3.925
H 3.952 -4.097 3.456
H 4.814 -4.687 1.213
H 4.974 -2.937 -0.544
H 2.394 4.586 -0.360
H -2.204 1.448 1.484
H -2.189 2.833 0.424
H -2.922 3.507 2.586
H -1.379 4.286 2.335
H 1.367 1.432 3.240
H 3.743 2.091 3.083
H 4.525 4.195 4.117
H 2.912 5.666 5.282
H 0.528 5.041 5.392
H -1.135 4.105 -1.112
H -1.822 6.470 -1.108
H -0.884 8.033 0.572
H 0.784 7.213 2.214
H 1.487 4.854 2.186
O -1.632 0.183 -0.792
C -2.060 0.515 -2.055
C -1.196 1.642 -2.623
C 0.168 1.644 -2.590
C 0.740 2.795 -3.194
C -0.203 3.638 -3.699
S -1.784 3.037 -3.438
C -1.980 -0.696 -2.995
C -1.180 -0.941 -4.068
C -1.324 -2.260 -4.580
C -2.237 -2.991 -3.885
S -2.926 -2.082 -2.612
C -3.526 0.930 -1.956
C -4.245 1.067 -0.810
C -5.599 1.438 -1.040
C -5.882 1.569 -2.364
S -4.514 1.236 -3.334
H 0.734 0.835 -2.146
H 1.804 2.980 -3.246
H -0.055 4.580 -4.200
H -0.485 -0.218 -4.465
H -0.766 -2.643 -5.423
H -2.539 -4.012 -4.052
H -3.820 0.857 0.159
H -6.325 1.588 -0.255
H -6.821 1.834 -2.822
C -1.873 -6.649 -0.746
C -1.844 -5.163 -0.411
C -0.558 -4.658 0.294
C -0.237 -5.495 1.539
C 0.926 -4.926 2.339
C 0.578 -4.766 -0.700
O 1.131 -5.814 -0.974
N 0.900 -3.609 -1.351
C 0.487 -2.328 -0.988
O 0.855 -1.376 -1.657
N -0.288 -2.162 0.118
C -0.878 -3.218 0.749
O -1.701 -3.090 1.634
H -2.730 -6.861 -1.388
H -1.975 -7.261 0.151
H -0.969 -6.966 -1.266
H -2.665 -4.910 0.262
H -1.991 -4.575 -1.323
H -0.002 -6.508 1.212
H -1.140 -5.528 2.149
H 1.827 -4.865 1.726
H 1.157 -5.556 3.200
H 0.702 -3.924 2.711
H 1.592 -3.654 -2.085
C -0.288 -0.594 2.353
C -0.206 -0.912 3.519
C -0.096 -1.371 4.867
C -0.912 -2.417 5.309
C -0.819 -2.875 6.612
C 0.086 -2.298 7.497
C 0.901 -1.262 7.064
C 0.813 -0.799 5.760
H -1.596 -2.868 4.602
H -1.453 -3.689 6.939
H 0.154 -2.656 8.516
H 1.610 -0.807 7.745
H 1.447 0.011 5.421
```

Properties
Multiplicity: 5
<S²>: 6.063
Total charge: -1
Kohn-Sham gap (alpha / beta), eV: 7.419 / 7.490

# 3
C58H50N8OPbSSb2 | ωB97M-V/def2-TZVPD

The geometry in XYZ format:
```
121
C58H50N8OPbSSb2 | OMol25 | ωB97M-V/def2-TZVPD
Pb -1.291 1.987 -1.220
C -3.257 1.115 2.991
C -2.716 2.095 3.806
C -1.631 2.825 3.350
C -1.129 2.567 2.082
N -1.663 1.629 1.294
C -2.702 0.924 1.740
C 0.037 3.305 1.521
C 0.522 4.470 2.103
C 1.632 5.088 1.552
C 2.235 4.521 0.440
C 1.667 3.384 -0.105
N 0.589 2.792 0.412
H -4.101 0.516 3.304
H -3.125 2.287 4.789
H -1.179 3.573 3.984
H -3.116 0.196 1.057
H 0.030 4.903 2.962
H 2.016 6.002 1.983
H 3.113 4.962 -0.011
H 2.074 2.921 -0.996
C 2.489 -1.316 -3.247
C 1.580 -1.530 -4.270
C 0.230 -1.480 -3.976
C -0.170 -1.233 -2.665
N 0.703 -1.066 -1.664
C 2.003 -1.091 -1.972
C -1.625 -1.185 -2.351
C -2.437 -2.248 -2.751
C -3.810 -2.214 -2.556
C -4.403 -1.108 -1.967
C -3.615 -0.040 -1.551
C -2.238 -0.101 -1.729
H 3.555 -1.339 -3.427
H 1.915 -1.724 -5.281
H -0.514 -1.615 -4.748
H 2.689 -0.954 -1.145
H -1.975 -3.106 -3.225
H -4.419 -3.046 -2.885
H -5.477 -1.059 -1.845
H -4.090 0.832 -1.117
C 0.446 -5.127 1.668
C 0.700 -4.775 3.130
C -0.455 -4.015 3.784
Sb -1.053 -2.206 2.771
C -3.079 -2.747 2.458
C -3.604 -2.697 1.168
C -4.904 -3.123 0.930
C -5.687 -3.592 1.974
C -5.165 -3.654 3.259
C -3.863 -3.241 3.500
C -0.897 -0.864 4.416
C -1.759 -0.928 5.506
C -1.548 -0.098 6.598
C -0.473 0.783 6.610
C 0.390 0.840 5.527
C 0.175 0.022 4.423
Sb 0.410 -3.405 0.361
C 0.850 -4.396 -1.472
C 2.136 -4.393 -1.999
C 2.404 -5.129 -3.147
C 1.392 -5.848 -3.767
C 0.107 -5.842 -3.242
C -0.168 -5.115 -2.092
C 2.209 -2.514 1.030
C 3.359 -3.277 1.219
C 4.509 -2.688 1.729
C 4.515 -1.338 2.053
C 3.372 -0.572 1.860
C 2.222 -1.158 1.350
H -0.499 -5.662 1.551
H 1.233 -5.760 1.255
H 1.626 -4.203 3.224
H 0.856 -5.701 3.690
H -0.204 -3.725 4.804
H -1.353 -4.634 3.810
H -3.001 -2.335 0.340
H -5.304 -3.089 -0.075
H -6.700 -3.922 1.786
H -5.767 -4.036 4.073
H -3.464 -3.331 4.503
H -2.602 -1.607 5.515
H -2.216 -0.149 7.448
H -0.305 1.416 7.471
H 1.234 1.518 5.539
H 0.856 0.069 3.581
H 2.931 -3.828 -1.527
H 3.406 -5.141 -3.555
H 1.607 -6.421 -4.660
H -0.680 -6.408 -3.723
H -1.172 -5.121 -1.682
H 3.367 -4.334 0.979
H 5.398 -3.286 1.881
H 5.410 -0.884 2.457
H 3.379 0.483 2.106
H 1.339 -0.549 1.174
N 0.885 4.841 -3.576
C 1.416 3.647 -3.776
S 0.655 2.170 -3.312
N 2.589 3.546 -4.409
C 3.333 4.630 -4.985
C 4.651 4.815 -4.593
C 5.393 5.838 -5.163
C 4.816 6.675 -6.108
C 3.498 6.481 -6.496
C 2.753 5.449 -5.945
H 0.119 4.936 -2.917
H 1.400 5.670 -3.834
H 2.941 2.609 -4.529
H 5.090 4.163 -3.849
H 6.422 5.985 -4.864
H 5.397 7.474 -6.548
H 3.052 7.123 -7.244
H 1.736 5.269 -6.272
O -3.404 2.910 -0.362
N -3.769 3.877 0.380
C -3.084 4.995 0.413
C -3.440 6.011 1.352
N -3.663 6.851 2.103
C -1.979 5.171 -0.465
N -1.120 5.166 -1.230
```

Properties
Energy above the lowest of the compared OMol25 structures with the same formula, charge and spin, kcal/mol: 72.31
Total charge: +2
Kohn-Sham gap (alpha / beta), eV: 5.721 / 5.331

# 4
C58H53BrCl2IKN2O7P2 | ωB97M-V/def2-TZVPD

The geometry in XYZ format:
```
127
C58H53BrCl2IKN2O7P2 | OMol25 | ωB97M-V/def2-TZVPD
K 0.769 1.004 0.911
C 3.082 1.394 -3.220
P 1.270 1.759 -3.134
C 1.203 3.582 -3.303
C 2.004 4.372 -2.475
C 1.879 5.753 -2.478
C 0.943 6.375 -3.293
C 0.124 5.599 -4.100
C 0.252 4.218 -4.104
C 0.734 1.207 -4.803
C 1.221 1.743 -5.995
C 0.802 1.250 -7.220
C -0.110 0.202 -7.272
C -0.597 -0.346 -6.097
C -0.179 0.156 -4.870
C 3.355 -0.009 -2.770
C 3.894 -1.037 -3.525
C 3.952 -2.154 -2.657
C 3.446 -1.725 -1.437
C 3.417 -2.590 -0.209
P 1.942 -2.559 0.913
C 2.608 -3.664 2.225
C 3.583 -3.121 3.070
C 4.072 -3.835 4.152
C 3.585 -5.106 4.431
C 2.609 -5.652 3.612
C 2.128 -4.940 2.519
C 0.710 -3.682 0.144
C 1.006 -4.729 -0.724
C -0.001 -5.537 -1.233
C -1.323 -5.309 -0.873
C -1.634 -4.262 -0.017
C -0.623 -3.449 0.477
N 3.076 -0.411 -1.495
H 3.592 2.127 -2.592
H 3.440 1.528 -4.245
H 2.702 3.901 -1.792
H 2.506 6.344 -1.822
H 0.840 7.453 -3.284
H -0.626 6.069 -4.726
H -0.401 3.627 -4.734
H 1.932 2.561 -5.956
H 1.188 1.681 -8.137
H -0.435 -0.186 -8.230
H -1.305 -1.165 -6.126
H -0.564 -0.272 -3.951
H 4.189 -0.981 -4.564
H 4.307 -3.151 -2.883
H 4.243 -2.339 0.469
H 3.606 -3.621 -0.526
H 3.934 -2.112 2.886
H 4.821 -3.386 4.794
H 3.954 -5.658 5.287
H 2.215 -6.641 3.820
H 1.364 -5.383 1.890
H 2.034 -4.911 -1.014
H 0.245 -6.341 -1.917
H -2.111 -5.935 -1.276
H -2.664 -4.057 0.250
H -0.868 -2.603 1.107
C 5.522 0.282 2.335
C 4.089 0.703 2.637
O 3.202 0.166 1.985
C 3.845 1.704 3.678
C 4.902 2.080 4.527
C 4.750 2.969 5.563
C 3.479 3.531 5.773
C 2.425 3.210 4.964
C 2.538 2.291 3.863
O 1.531 2.060 3.131
H 5.497 -0.328 1.434
H 5.944 -0.300 3.158
H 6.166 1.146 2.170
H 5.877 1.636 4.364
H 5.585 3.226 6.203
H 3.328 4.233 6.587
H 1.446 3.647 5.120
O -2.179 0.078 -1.795
H -2.176 0.216 -0.826
H -1.845 0.930 -2.108
O 0.294 -0.785 -0.834
H 1.136 -0.567 -1.284
H -0.435 -0.666 -1.459
O 3.343 2.220 -0.150
H 3.292 1.291 -0.473
H 2.931 2.195 0.722
Br -3.515 -0.253 5.228
C -2.616 -1.856 4.762
C -3.333 -3.041 4.862
C -2.727 -4.243 4.538
C -1.403 -4.257 4.122
C -0.698 -3.071 4.024
C -1.293 -1.848 4.337
I -0.149 -0.130 4.046
H -4.365 -3.010 5.184
H -3.293 -5.164 4.607
H -0.915 -5.186 3.856
H 0.330 -3.082 3.684
Cl -5.393 -0.734 2.179
C -5.764 -0.922 0.494
C -6.332 -2.111 0.075
C -6.632 -2.289 -1.265
C -6.323 -1.291 -2.171
C -5.721 -0.117 -1.745
Cl -5.224 0.999 -2.971
C -5.458 0.131 -0.387
N -4.845 1.264 0.121
C -5.111 2.580 -0.211
C -6.303 2.959 -0.831
C -6.532 4.278 -1.185
C -5.582 5.248 -0.912
C -4.426 4.882 -0.232
C -4.176 3.574 0.156
C -3.001 3.274 1.058
C -1.969 2.228 0.583
O -2.244 1.011 0.833
O -0.937 2.634 0.033
H -6.534 -2.880 0.808
H -7.081 -3.213 -1.606
H -6.499 -1.424 -3.229
H -3.962 1.080 0.633
H -7.047 2.204 -1.050
H -7.457 4.542 -1.683
H -5.741 6.278 -1.203
H -3.692 5.636 0.027
H -3.401 2.906 2.010
H -2.463 4.199 1.254
```

Properties
Energy above the lowest of the compared OMol25 structures with the same formula, charge and spin, kcal/mol: 0.00
Total charge: -2
Kohn-Sham gap, eV: 5.837